A 2-piece molecular cluster, C4H6Cl2F2 overall in a non-equilibrium geometry. Source: the OMol25 dataset; level of theory: wB97M-V/def2-TZVPD.

```
14
Properties=species:S:1:pos:R:3:nbo_charge:R:1
Cl 0.106 1.629 0.338 0.12
Cl -0.299 0.743 3.604 -0.02
F 0.693 -1.418 0.179 -0.39
F 1.523 -0.454 -1.518 -0.35
C 0.486 2.056 2.783 -0.37
C -0.445 0.493 -0.810 -0.23
C 0.246 -0.764 -1.076 0.60
C -0.404 -1.759 -2.031 -0.67
H -0.970 -1.158 -2.792 0.24
H -1.219 -2.278 -1.464 0.24
H -0.060 2.968 3.014 0.19
H -1.534 0.436 -0.735 0.19
H 1.539 1.994 2.829 0.19
H 0.339 -2.489 -2.321 0.25
```

As for the charge: 0. For the HOMO-LUMO gap (alpha / beta), the calculation gives 7.455 / 8.941 eV. As for the spin multiplicity: 1. For the energy relative to the best compared isomer or geometry (same formula, charge and spin), the calculation gives 96.3 kcal/mol.

---

An isolated ion of composition C4H6Cl2P and charge +1 in a non-equilibrium geometry. Source: the OMol25 dataset; level of theory: wB97M-V/def2-TZVPD.

```
13
Properties=species:S:1:pos:R:3:nbo_charge:R:1
Cl -3.230 1.352 0.039 -0.18
Cl -2.218 -1.709 0.524 -0.25
P -1.749 0.081 -0.504 0.81
C 1.131 -0.360 -1.766 0.31
C 1.534 -0.498 -0.575 -0.31
C 0.824 -0.225 0.783 -0.38
C -0.345 0.819 0.599 -0.71
H 0.479 -0.253 -2.650 0.30
H 2.514 -0.920 -0.497 0.34
H 0.180 -1.005 0.980 0.27
H -0.034 1.760 0.157 0.25
H 1.704 -0.002 1.326 0.27
H -0.791 0.960 1.583 0.27
```

As for the charge: +1. For the HOMO-LUMO gap (alpha / beta), the calculation gives 6.211 / 6.210 eV. As for the spin multiplicity: 1. For the energy relative to the best compared isomer or geometry (same formula, charge and spin), the calculation gives 0.0 kcal/mol.

---

The molecule C4H6Cl2S in a non-equilibrium geometry. Source: the OMol25 dataset; level of theory: wB97M-V/def2-TZVPD.

```
13
Properties=species:S:1:pos:R:3:nbo_charge:R:1
Cl -2.161 -0.756 -0.540 0.09
Cl -0.753 1.747 0.186 -0.09
S 1.554 -0.623 -0.885 0.18
C 0.339 -0.690 0.493 -0.17
C 0.747 -1.170 1.651 -0.36
C 2.567 0.784 -0.127 -0.69
C -1.010 -0.075 0.431 -0.27
H 1.806 1.553 0.005 0.24
H 0.318 -1.301 2.601 0.21
H 3.273 0.982 -0.980 0.22
H 1.705 -1.686 1.698 0.20
H 3.133 0.464 0.718 0.21
H -1.432 0.006 1.445 0.23
```

As for the charge: 0. For the HOMO-LUMO gap, the calculation gives 9.746 eV. As for the spin multiplicity: 1. For the energy relative to the best compared isomer or geometry (same formula, charge and spin), the calculation gives 22.1 kcal/mol. Its structure (SMILES) is C=C(SC)C(Cl)Cl.

---

C4H6ClCuO2 as an isolated structure in a non-equilibrium geometry. Source: the OMol25 dataset; level of theory: wB97M-V/def2-TZVPD.

```
14
Properties=species:S:1:pos:R:3:mulliken_spin:R:1
Cu 24.397 7.836 -22.913 0.01
Cl 21.272 9.603 -23.421 0.99
O 15.794 12.128 -20.384 0.00
O 13.614 12.003 -20.601 0.00
C 15.146 11.412 -22.494 0.00
C 14.670 11.928 -21.125 0.00
C 16.969 11.804 -21.089 0.00
C 16.537 11.984 -22.517 0.00
H 17.215 10.778 -20.815 0.00
H 17.824 12.422 -20.814 0.00
H 17.215 11.545 -23.249 0.00
H 14.974 10.343 -22.619 0.00
H 14.474 11.967 -23.148 0.00
H 16.477 12.997 -22.914 0.00
```

Its expectation value of S² is 0.752. As for the charge: +1. For the HOMO-LUMO gap (alpha / beta), the calculation gives 3.671 / 2.887 eV. As for the spin multiplicity: 2. For the energy relative to the best compared isomer or geometry (same formula, charge and spin), the calculation gives 28.2 kcal/mol.

---

A 2-piece molecular cluster, C4H6ClF overall in a non-equilibrium geometry. Source: the OMol25 dataset; level of theory: wB97M-V/def2-TZVPD.

```
12
Properties=species:S:1:pos:R:3:nbo_charge:R:1
Cl -2.480 -1.296 0.445 -0.08
F -2.512 1.238 -0.084 -0.34
C 1.387 -1.089 -0.454 -0.69
C 1.351 1.516 -0.438 -0.25
C -1.893 0.351 0.749 0.06
C 1.646 0.346 -0.355 0.00
H 2.250 -1.625 -0.448 0.23
H 0.751 -1.426 0.426 0.24
H -2.019 0.501 1.727 0.17
H 1.522 2.546 -0.463 0.23
H -0.830 0.384 0.344 0.20
H 0.827 -1.445 -1.449 0.24
```

As for the charge: 0. For the HOMO-LUMO gap, the calculation gives 11.053 eV. As for the spin multiplicity: 1. For the energy relative to the best compared isomer or geometry (same formula, charge and spin), the calculation gives 58.6 kcal/mol. Its structure (SMILES) is C#CC.FCCl.

---

The molecule C4H6ClF in a non-equilibrium geometry. Source: the OMol25 dataset; level of theory: wB97M-V/def2-TZVPD.

```
12
Properties=species:S:1:pos:R:3:nbo_charge:R:1
Cl 0.927 1.508 -0.978 -0.07
F 1.392 -1.285 2.319 -0.35
C 0.124 -0.278 0.564 -0.23
C -0.193 0.185 -0.647 0.00
C -1.472 0.202 -1.464 -0.65
C 1.372 -0.236 1.475 0.03
H 1.477 0.716 2.044 0.18
H -1.956 -0.749 -1.402 0.23
H 2.217 -0.467 0.814 0.18
H -0.558 -1.029 1.027 0.21
H -1.097 0.421 -2.531 0.23
H -2.233 1.013 -1.221 0.24
```

As for the charge: 0. For the HOMO-LUMO gap, the calculation gives 10.284 eV. As for the spin multiplicity: 1. For the energy relative to the best compared isomer or geometry (same formula, charge and spin), the calculation gives 20.8 kcal/mol. Its structure (SMILES) is C/C(Cl)=C/CF.

---

The molecule C4H6ClF in a non-equilibrium geometry. Source: the OMol25 dataset; level of theory: wB97M-V/def2-TZVPD.

```
12
Properties=species:S:1:pos:R:3:nbo_charge:R:1
Cl 0.355 -0.896 2.743 -0.04
F 1.919 0.623 1.470 -0.32
C -1.266 -0.617 0.022 -0.64
C 0.824 -0.092 1.214 0.38
C 0.687 0.687 -1.088 -0.64
C 0.100 -0.056 0.034 -0.11
H 0.771 1.763 -0.731 0.23
H 1.636 0.235 -1.487 0.23
H -0.010 0.628 -1.865 0.22
H -1.257 -1.638 0.276 0.24
H -2.089 0.025 0.470 0.23
H -1.670 -0.662 -1.059 0.21
```

As for the charge: 0. For the HOMO-LUMO gap, the calculation gives 9.795 eV. As for the spin multiplicity: 1. For the energy relative to the best compared isomer or geometry (same formula, charge and spin), the calculation gives 18.4 kcal/mol. Its structure (SMILES) is CC(C)=C(F)Cl.

---

The molecule C4H6ClF in a non-equilibrium geometry. Source: the OMol25 dataset; level of theory: wB97M-V/def2-TZVPD.

```
12
Properties=species:S:1:pos:R:3:nbo_charge:R:1
Cl -2.170 0.404 -0.746 -0.05
F -0.816 1.552 1.116 -0.36
C -0.675 0.460 0.248 0.35
C -0.622 -0.805 1.056 -0.66
C 0.496 0.815 -0.683 -0.24
C 1.513 0.053 -1.022 -0.37
H 0.256 1.740 -1.258 0.22
H 2.287 0.042 -1.865 0.22
H 1.830 -0.901 -0.534 0.19
H -1.546 -0.817 1.622 0.24
H 0.193 -0.908 1.678 0.23
H -0.746 -1.634 0.386 0.23
```

As for the charge: 0. For the HOMO-LUMO gap, the calculation gives 11.476 eV. As for the spin multiplicity: 1. For the energy relative to the best compared isomer or geometry (same formula, charge and spin), the calculation gives 13.3 kcal/mol. Its structure (SMILES) is C=C[C@@](C)(F)Cl.

---

C4H6ClFOS as an isolated structure in a non-equilibrium geometry. Source: the OMol25 dataset; level of theory: wB97M-V/def2-TZVPD.

```
14
Properties=species:S:1:pos:R:3:nbo_charge:R:1
Cl -2.543 -0.630 -0.604 -0.04
S 1.481 0.018 -1.396 0.04
F -1.453 1.407 -1.620 -0.27
O -0.095 2.177 0.767 -0.65
C 0.529 -1.489 0.463 -0.64
C -1.204 0.492 -0.766 0.34
C 0.143 -0.133 -0.229 -0.26
C -0.592 0.857 0.450 -0.02
H -1.037 0.436 1.409 0.22
H 1.284 -1.173 1.410 0.23
H 2.353 0.183 -0.453 0.11
H 1.312 -2.373 -0.166 0.25
H 0.247 2.359 -0.021 0.46
H -0.424 -2.130 0.756 0.24
```

As for the charge: 0. For the HOMO-LUMO gap, the calculation gives 9.863 eV. As for the spin multiplicity: 1. For the energy relative to the best compared isomer or geometry (same formula, charge and spin), the calculation gives 87.1 kcal/mol.

---

The molecule C4H6ClFS2 in a non-equilibrium geometry. Source: the OMol25 dataset; level of theory: wB97M-V/def2-TZVPD.

```
14
Properties=species:S:1:pos:R:3:nbo_charge:R:1
Cl -3.680 -0.354 -0.288 -0.05
S 1.098 1.903 -0.378 0.02
S 0.998 -1.097 -0.237 0.33
F -2.238 1.345 0.991 -0.33
C -2.092 0.162 0.337 0.23
C 2.541 -0.752 0.565 -0.79
C -1.155 0.297 -0.817 -0.55
C 0.292 0.477 -0.516 -0.28
H 3.232 -0.157 -0.091 0.25
H -1.157 -0.577 -1.411 0.24
H 2.369 -0.120 1.489 0.25
H -1.736 -0.581 1.024 0.18
H 3.035 -1.697 0.766 0.24
H -1.506 1.153 -1.431 0.25
```

As for the charge: 0. For the HOMO-LUMO gap, the calculation gives 8.483 eV. As for the spin multiplicity: 1. For the energy relative to the best compared isomer or geometry (same formula, charge and spin), the calculation gives 0.0 kcal/mol. Its structure (SMILES) is CSC(=S)C[C@@H](F)Cl.